Record 1
{"formula": "C7H17NO", "method": "wB97M-V/def2-TZVPD", "species": ["C", "C", "N", "O", "H", "H", "H", "H", "H", "C", "C", "C", "C", "C", "H", "H", "H", "H", "H", "H", "H", "H", "H", "H", "H", "H"], "xyz": [[1.063, 0.007, -0.450], [2.449, -0.265, 0.180], [3.684, -0.145, -0.429], [2.353, -0.459, 1.415], [0.287, -0.552, 0.201], [1.191, -0.375, -1.497], [0.988, 1.038, -0.425], [4.697, 0.083, 0.011], [3.695, 0.684, -1.215], [-1.352, -2.575, 0.268], [-1.284, -1.216, -0.314], [-1.336, 0.151, 0.522], [-1.318, 1.428, -0.249], [-0.838, 2.603, 0.492], [-0.534, -3.081, 0.909], [-2.347, -2.674, 0.940], [-1.724, -3.094, -0.601], [-2.104, -1.334, -1.110], [-0.296, -1.253, -0.905], [-2.090, 0.011, 1.233], [-0.502, 0.178, 1.226], [-2.164, 1.380, -1.017], [-0.579, 1.167, -1.204], [0.222, 2.223, 1.017], [-0.532, 3.456, -0.235], [-1.630, 2.615, 1.238]], "forces_ev_per_a": [[4.4, -3.5, -0.6], [-0.7, 0.7, 4.7], [2.9, 4.1, -3.2], [0.9, -0.3, -2.0], [3.7, 1.7, -1.5], [-0.8, 0.6, 0.6], [-0.1, 1.9, 0.0], [-3.8, -1.3, -0.1], [-0.6, -3.1, 2.1], [-2.8, -1.6, 3.7], [0.0, 1.1, -2.7], [0.1, -2.2, 0.2], [0.9, -3.1, -6.5], [2.9, -0.4, 0.0], [-1.0, 1.1, -1.5], [2.1, 0.3, -1.0], [0.8, -1.4, 0.0], [0.8, 1.3, 1.1], [-2.9, -0.1, 0.2], [-2.1, 0.2, 0.8], [0.0, 0.0, 0.1], [0.0, 1.2, 1.8], [-1.4, 0.8, 2.4], [-2.8, 1.2, -1.0], [-1.2, -1.0, 1.8], [0.4, 1.8, 0.6]], "lowdin_charge": [-0.107, -0.534, 0.061, -0.014, 0.051, 0.114, 0.033, 0.160, 0.152, -0.149, -0.311, -0.256, -0.367, -0.115, 0.105, 0.112, 0.052, 0.136, 0.084, 0.097, 0.099, 0.135, 0.135, 0.138, 0.111, 0.077], "e_lumo_ha": 0.02431, "relative_energy_ev": 6.3377, "homo_lumo_gap_ha": 0.3612, "smiles": "CC(N)=O.CCCCC"}

Record 2
{"formula": "C7H17NO", "method": "wB97M-V/def2-TZVPD", "species": ["C", "C", "N", "C", "C", "C", "O", "H", "H", "H", "H", "H", "H", "H", "H", "H", "H", "H", "C", "C", "H", "H", "H", "H", "H", "H"], "xyz": [[-2.285, -2.273, 0.287], [-1.439, -1.570, -0.640], [-0.106, -1.384, 0.009], [-0.170, -0.683, 1.321], [1.018, -1.098, -0.794], [1.069, -1.451, -2.349], [1.887, -0.355, -0.511], [-1.848, -3.354, 0.675], [-3.092, -2.543, -0.366], [-2.657, -1.985, 1.251], [-1.152, -2.245, -1.650], [-1.727, -0.630, -1.007], [-0.483, 0.351, 1.719], [-0.831, -1.283, 1.900], [0.834, -0.761, 1.837], [1.974, -1.477, -2.875], [0.374, -2.294, -2.611], [0.320, -0.665, -2.766], [1.407, 2.723, 0.452], [0.711, 3.801, 1.258], [0.693, 2.192, -0.179], [2.255, 3.015, -0.329], [1.903, 2.009, 0.942], [0.365, 3.104, 2.123], [-0.259, 4.247, 0.783], [1.240, 4.612, 1.521]], "forces_ev_per_a": [[-1.1, -5.2, 1.0], [5.1, -1.9, -1.9], [0.7, 1.9, -0.6], [1.8, -0.2, 2.0], [-1.9, -0.5, -3.1], [-5.9, -0.2, 1.1], [2.4, 1.6, 2.3], [-0.5, 2.5, -1.5], [-1.2, -0.4, 0.3], [-0.2, 1.5, 0.0], [-1.4, 1.6, 2.9], [-1.1, 1.3, -0.4], [0.1, -0.6, -2.4], [-0.3, -0.7, 0.6], [-1.0, -0.2, -0.8], [1.3, 0.2, -0.1], [1.4, -0.1, 0.2], [1.7, -0.5, 0.4], [0.2, 2.9, -5.1], [-4.1, -3.9, -0.3], [-0.1, 0.0, 0.1], [-1.8, 0.2, 1.4], [1.6, -2.6, 2.7], [0.2, 2.1, -0.7], [1.7, -1.1, 0.5], [2.2, 2.5, 1.4]], "lowdin_charge": [-0.139, -0.248, -0.102, -0.075, -0.487, -0.001, 0.070, 0.153, 0.063, 0.060, 0.162, 0.103, 0.109, 0.036, 0.104, 0.050, 0.050, 0.110, -0.204, -0.157, 0.052, 0.112, -0.008, 0.092, 0.096, 0.000], "e_lumo_ha": 0.02979, "relative_energy_ev": 4.3009, "homo_lumo_gap_ha": 0.3687, "smiles": "CCN(C)C(C)=O.CC"}

Record 3
{"formula": "C7H17NO", "method": "wB97M-V/def2-TZVPD", "species": ["C", "C", "C", "C", "C", "O", "H", "H", "H", "H", "H", "H", "H", "H", "H", "H", "C", "C", "N", "H", "H", "H", "H", "H", "H", "H"], "xyz": [[0.285, 0.845, 1.410], [-0.344, -1.880, 0.601], [0.950, 2.031, 0.754], [1.141, 0.166, 2.448], [0.323, -0.705, -0.064], [1.438, -0.741, -0.585], [-0.736, 1.034, 1.751], [-0.516, -2.664, -0.139], [0.320, -2.291, 1.362], [-1.295, -1.605, 1.060], [0.268, 2.590, 0.109], [0.617, -0.643, 2.957], [1.799, 1.683, 0.156], [1.339, 2.733, 1.501], [1.455, 0.886, 3.214], [2.047, -0.238, 1.988], [-0.968, 0.187, -1.557], [-1.679, -1.031, -2.079], [-0.024, 0.733, -2.427], [0.760, 0.096, -2.565], [0.348, 1.617, -2.107], [-1.636, 0.939, -1.138], [-0.307, 0.281, 0.026], [-0.965, -1.806, -2.368], [-2.258, -0.768, -2.969], [-2.360, -1.448, -1.337]], "forces_ev_per_a": [[0.0, -0.5, -0.5], [0.0, 0.1, 0.0], [0.0, 0.0, 0.0], [0.0, 0.0, 0.0], [0.0, 0.1, -0.1], [-0.1, 0.1, 0.0], [0.0, 0.0, 0.0], [0.0, 0.0, 0.0], [0.0, 0.0, 0.0], [0.0, 0.0, 0.0], [0.0, 0.0, 0.0], [0.0, 0.0, 0.0], [0.0, 0.0, 0.0], [0.0, -0.1, 0.0], [0.0, 0.0, -0.1], [0.0, 0.0, 0.0], [0.4, -0.2, 0.5], [0.0, 0.0, 0.0], [0.0, 0.0, 0.1], [0.0, 0.0, 0.1], [0.0, 0.0, 0.0], [0.0, 0.0, 0.0], [-0.2, 0.4, 0.0], [0.0, 0.0, 0.0], [0.0, 0.0, 0.1], [0.0, 0.0, 0.0]], "lowdin_charge": [-0.287, -0.041, -0.109, -0.111, -0.536, -0.038, 0.116, 0.079, 0.080, 0.091, 0.069, 0.069, 0.083, 0.079, 0.080, 0.088, -0.299, -0.088, 0.051, 0.089, 0.077, 0.126, 0.093, 0.085, 0.081, 0.074], "e_lumo_ha": 0.03260, "relative_energy_ev": 4.5586, "homo_lumo_gap_ha": 0.2900}

Record 4
{"formula": "C7H17NO", "method": "wB97M-V/def2-TZVPD", "species": ["C", "C", "O", "N", "C", "C", "H", "H", "H", "H", "H", "H", "H", "H", "H", "H", "H", "C", "C", "C", "H", "H", "H", "H", "H", "H"], "xyz": [[1.404, 0.681, 1.183], [-0.245, 0.662, 1.389], [-0.814, 1.710, 0.714], [-0.781, -0.617, 1.008], [-2.197, -0.659, 0.703], [-0.360, -1.739, 1.815], [1.720, 0.863, 0.161], [1.709, 1.544, 1.776], [1.975, -0.156, 1.583], [-0.386, 0.851, 2.467], [-0.600, 1.612, -0.284], [-2.376, -1.475, 0.001], [-2.520, 0.270, 0.240], [-2.800, -0.824, 1.606], [0.716, -1.761, 1.982], [-0.845, -1.748, 2.802], [-0.600, -2.657, 1.274], [-0.389, 1.121, -2.135], [0.394, 0.041, -2.037], [1.847, 0.035, -2.376], [-1.464, 1.029, -2.141], [0.004, 2.056, -2.507], [-0.036, -0.921, -1.797], [2.425, -0.502, -1.629], [2.232, 1.044, -2.462], [1.987, -0.458, -3.337]], "forces_ev_per_a": [[-1.7, 0.6, 0.8], [3.0, -0.7, 0.4], [0.1, 0.5, -2.1], [0.1, -0.2, -0.8], [0.1, -0.1, 0.2], [0.0, 0.0, -0.2], [-0.3, -0.1, -0.2], [0.1, 0.1, -0.1], [-0.4, -0.2, 0.0], [-0.2, 0.1, 0.0], [-0.3, 0.0, 2.2], [-0.1, -0.1, 0.1], [0.1, 0.0, 0.0], [-0.2, 0.0, 0.0], [0.0, 0.2, -0.1], [-0.1, -0.1, 0.1], [-0.1, 0.0, 0.2], [0.3, -0.8, -1.0], [-0.3, 0.5, -0.5], [-0.1, 0.1, 0.2], [-0.2, 0.0, 0.4], [0.2, 0.2, 0.2], [-0.2, 0.0, 0.2], [0.1, -0.1, 0.0], [0.1, 0.2, 0.0], [0.1, -0.1, 0.0]], "lowdin_charge": [0.001, -0.446, -0.056, -0.247, -0.090, -0.096, 0.036, 0.063, 0.052, 0.141, 0.069, 0.082, 0.075, 0.084, 0.068, 0.086, 0.085, -0.041, -0.223, -0.109, 0.068, 0.074, 0.100, 0.070, 0.076, 0.080], "e_lumo_ha": 0.03685, "relative_energy_ev": 2.4999, "homo_lumo_gap_ha": 0.3337, "smiles": "C[C@@H](O)N(C)C.C=CC"}

Record 5
{"formula": "C7H17NO", "method": "wB97M-V/def2-TZVPD", "species": ["C", "C", "C", "C", "C", "O", "H", "H", "H", "H", "H", "H", "H", "H", "H", "H", "C", "N", "C", "H", "H", "H", "H", "H", "H", "H"], "xyz": [[0.606, -1.471, -1.160], [1.159, -0.042, -1.220], [2.162, 0.171, -0.081], [1.845, 0.211, -2.567], [0.014, 0.959, -1.110], [-0.949, 0.972, -1.872], [0.274, -1.727, -0.148], [-0.256, -1.602, -1.824], [1.368, -2.202, -1.451], [1.711, -0.039, 0.896], [2.522, 1.206, -0.052], [3.033, -0.485, -0.193], [1.135, 0.121, -3.397], [2.265, 1.223, -2.609], [2.658, -0.501, -2.741], [0.114, 1.731, -0.326], [-1.621, 1.125, 2.621], [-1.478, 0.244, 1.474], [-2.548, -0.740, 1.396], [-0.951, 1.981, 2.497], [-1.351, 0.612, 3.549], [-2.638, 1.521, 2.710], [-0.588, -0.246, 1.534], [-2.410, -1.529, 2.141], [-3.535, -0.287, 1.531], [-2.538, -1.204, 0.404]], "forces_ev_per_a": [[-0.3, -0.2, -0.1], [0.2, -0.3, 0.1], [0.0, 0.1, 0.1], [0.0, 0.2, -0.4], [-1.5, 0.1, -1.3], [1.6, -0.1, 1.2], [0.0, 0.1, -0.1], [0.2, 0.1, 0.0], [0.0, 0.2, 0.1], [0.0, 0.0, -0.1], [0.0, -0.1, -0.1], [-0.2, 0.1, 0.0], [0.1, 0.0, 0.2], [0.0, -0.1, 0.0], [-0.1, 0.1, 0.2], [-0.1, 0.0, 0.0], [0.5, 0.2, 0.0], [-0.4, 0.2, -0.2], [0.3, -0.4, -0.3], [-0.1, -0.1, 0.1], [-0.2, 0.1, 0.3], [0.1, -0.2, -0.2], [-0.2, 0.2, 0.0], [-0.3, -0.1, 0.1], [0.3, 0.1, 0.0], [0.0, 0.0, 0.1]], "lowdin_charge": [-0.046, -0.584, -0.061, -0.051, -0.225, 0.040, 0.072, 0.089, 0.087, 0.072, 0.085, 0.089, 0.090, 0.089, 0.087, 0.120, -0.145, -0.188, -0.140, 0.070, 0.072, 0.079, 0.076, 0.073, 0.079, 0.072], "e_lumo_ha": 0.02818, "relative_energy_ev": 1.5262, "homo_lumo_gap_ha": 0.3523, "smiles": "CC(C)(C)C=O.CNC"}

Record 6
{"formula": "C7H17NO2", "method": "wB97M-V/def2-TZVPD", "species": ["C", "C", "C", "C", "O", "H", "H", "H", "H", "H", "H", "H", "H", "H", "H", "C", "C", "C", "N", "O", "H", "H", "H", "H", "H", "H", "H"], "xyz": [[-0.340, -0.159, 1.826], [-2.090, -0.941, -1.113], [-0.039, -0.946, 3.105], [0.650, 0.978, 1.608], [-1.096, -0.133, -0.544], [-1.356, 0.235, 1.870], [-1.684, -1.884, -1.503], [-2.859, -1.191, -0.372], [-2.568, -0.392, -1.934], [-0.748, -1.763, 3.236], [0.402, 1.533, 0.706], [0.966, -1.367, 3.064], [-0.106, -0.284, 3.970], [0.609, 1.666, 2.455], [1.671, 0.600, 1.533], [0.566, 0.286, -2.100], [0.018, 1.652, -2.259], [1.781, 0.006, -1.480], [-0.401, -1.181, 0.737], [0.754, -1.578, 0.316], [0.091, -0.502, -2.673], [0.341, 2.030, -3.237], [1.367, -0.693, -0.429], [0.402, 2.330, -1.498], [-1.070, 1.658, -2.234], [2.376, 0.851, -1.147], [2.363, -0.810, -1.903]], "forces_ev_per_a": [[0.1, -0.1, -0.1], [0.1, 0.0, 0.2], [0.0, 0.1, -0.2], [-0.1, -0.1, 0.0], [0.4, -0.7, 0.8], [0.0, 0.0, 0.0], [0.0, 0.0, 0.0], [0.0, 0.0, -0.1], [0.0, 0.0, 0.0], [0.0, 0.0, 0.0], [0.0, 0.0, 0.0], [0.0, 0.0, 0.0], [0.0, 0.0, 0.0], [0.0, 0.0, 0.0], [0.0, 0.0, 0.0], [0.8, 0.0, 0.2], [-0.1, 0.0, 0.1], [-0.1, 0.4, -0.9], [-0.8, 0.8, -0.5], [0.7, 0.6, -0.7], [0.0, 0.0, 0.1], [0.0, -0.1, 0.0], [-0.8, -0.6, 0.8], [0.0, 0.0, 0.0], [0.0, 0.0, 0.0], [-0.1, 0.0, 0.1], [-0.1, -0.2, 0.1]], "lowdin_charge": [-0.404, -0.178, -0.061, -0.057, -0.286, 0.134, 0.079, 0.078, 0.077, 0.077, 0.057, 0.078, 0.077, 0.081, 0.078, -0.134, -0.067, -0.085, -0.063, -0.146, 0.121, 0.100, 0.097, 0.082, 0.079, 0.089, 0.097], "e_lumo_ha": [0.00954, 0.00955], "relative_energy_ev": 6.8573, "homo_lumo_gap_ha": [0.2997, 0.2997]}

Record 7
{"formula": "C7H17NO6PS2", "method": "wB97M-V/def2-TZVPD", "species": ["C", "C", "C", "C", "C", "C", "O", "S", "O", "O", "N", "S", "O", "O", "P", "C", "O", "H", "H", "H", "H", "H", "H", "H", "H", "H", "H", "H", "H", "H", "H", "H", "H", "H"], "xyz": [[2.503, -1.259, 0.229], [2.665, 0.250, 0.045], [3.037, 0.923, 1.361], [1.500, 0.956, -0.661], [1.680, 0.935, -2.182], [0.131, 0.427, -0.335], [-0.241, 0.707, 1.032], [-1.461, 1.756, 1.200], [-1.262, 2.797, 0.253], [-1.336, 2.171, 2.550], [-2.893, 0.998, 1.115], [-3.418, 0.397, -0.293], [-4.836, 0.204, -0.135], [-3.075, 1.119, -1.488], [-2.622, -1.597, -0.582], [-2.523, -2.224, 1.144], [-3.816, -2.444, -1.328], [1.517, -1.562, 0.551], [3.185, -1.567, 1.015], [2.826, -1.800, -0.650], [3.534, 0.382, -0.597], [3.314, 1.950, 1.157], [3.939, 0.445, 1.728], [2.251, 0.848, 2.100], [1.525, 2.001, -0.371], [2.371, 1.721, -2.457], [2.076, -0.012, -2.529], [0.736, 1.150, -2.670], [-0.569, 0.875, -1.026], [0.050, -0.638, -0.485], [-1.476, -2.162, 1.407], [-2.830, -3.262, 1.161], [-3.088, -1.601, 1.826], [-3.394, -2.883, -2.084]], "forces_ev_per_a": [[0.5, 0.2, 0.3], [0.0, 0.0, 0.2], [0.3, -0.2, -0.4], [0.2, -0.1, -0.3], [0.0, 0.1, 0.3], [0.0, 0.2, 0.1], [-0.4, -0.3, -0.5], [-1.0, 0.3, 1.1], [0.2, 0.3, -1.5], [0.2, -0.2, 1.4], [1.3, -0.6, -1.3], [-1.4, 0.6, 0.7], [-0.7, -0.4, 0.4], [0.9, 0.2, -0.4], [1.9, -0.2, -0.3], [-0.5, 0.5, -0.4], [-0.4, -0.3, 0.0], [-0.3, -0.1, -0.1], [0.2, -0.2, 0.2], [-0.3, -0.2, -0.4], [0.2, 0.1, -0.2], [-0.2, 0.4, 0.2], [0.2, -0.2, 0.4], [-0.2, 0.2, 0.2], [-0.2, 0.2, 0.2], [0.3, 0.1, -0.2], [0.0, -0.3, -0.2], [-0.2, 0.0, -0.3], [-0.4, 0.3, 0.0], [0.1, -0.4, 0.0], [0.3, 0.0, 0.2], [-0.2, -0.2, 0.1], [-0.2, -0.1, 0.3], [-0.3, 0.4, 0.3]], "lowdin_charge": [-0.058, -0.393, -0.069, -0.327, -0.046, -0.252, -0.248, 0.442, -0.287, -0.306, -0.322, 0.307, -0.388, -0.388, 0.782, -0.282, -0.348, 0.066, 0.068, 0.072, 0.122, 0.076, 0.066, 0.083, 0.139, 0.075, 0.076, 0.080, 0.086, 0.072, 0.015, 0.028, 0.029, 0.034], "e_lumo_ha": 0.10766, "charge": -1, "homo_lumo_gap_ha": 0.3049}

Record 8
{"formula": "C7H17NOS", "method": "wB97M-V/def2-TZVPD", "species": ["C", "C", "C", "C", "C", "C", "C", "N", "O", "S", "H", "H", "H", "H", "H", "H", "H", "H", "H", "H", "H", "H", "H", "H", "H", "H", "H"], "xyz": [[-3.257, 0.593, 0.530], [-4.139, -0.645, 0.301], [1.869, 1.891, -0.823], [2.595, -0.290, 1.163], [1.256, -1.929, -0.215], [1.508, 0.440, -1.191], [1.654, -0.526, -0.017], [-0.520, -0.109, 0.878], [-1.546, 0.167, -1.487], [-1.636, 0.519, -0.097], [-3.176, 1.154, 1.412], [-3.327, -1.448, -0.120], [-4.874, -0.521, -0.586], [-4.797, -1.014, 1.104], [1.302, 2.231, 0.063], [2.871, 2.090, -0.774], [1.503, 2.456, -1.745], [3.573, 0.024, 0.821], [2.125, 0.566, 1.664], [2.673, -1.046, 1.889], [0.466, -2.235, -0.990], [2.083, -2.424, -0.679], [0.886, -2.392, 0.714], [0.522, 0.293, -1.526], [2.303, 0.264, -1.993], [-0.667, -0.013, 1.893], [-1.251, 1.902, -0.189]], "forces_ev_per_a": [[1.6, -1.1, -1.9], [1.4, -0.9, -2.7], [-4.3, 0.2, -1.6], [-1.6, 2.0, -1.3], [-2.2, -1.1, -1.0], [3.4, 0.1, 1.5], [-1.3, -0.1, 0.2], [1.5, -0.5, -1.3], [0.7, -1.7, -0.7], [-2.1, 3.3, 2.6], [-0.4, 0.7, 1.4], [-2.5, 1.1, 1.2], [1.2, 0.1, 1.2], [0.9, 0.1, 0.1], [0.4, 0.0, -0.4], [2.6, 0.3, 0.5], [0.4, -0.2, 1.4], [0.3, 0.1, -0.2], [0.5, 0.1, 0.1], [-0.1, -1.3, 0.5], [0.7, 1.5, 1.0], [1.3, -0.7, 0.3], [0.8, 0.1, -0.3], [-1.0, 0.0, -1.0], [-1.2, -0.8, 0.8], [-0.3, 0.1, -0.9], [-0.6, -1.2, 0.6]], "lowdin_charge": [-0.401, -0.214, -0.100, -0.027, -0.097, -0.211, -0.223, -0.212, -0.421, 0.632, -0.008, 0.093, 0.067, 0.046, 0.077, 0.032, 0.108, 0.094, 0.090, 0.067, 0.121, 0.085, 0.093, 0.043, 0.157, 0.044, 0.064], "e_lumo_ha": [-0.02668, -0.02675], "relative_energy_ev": 7.7619, "homo_lumo_gap_ha": [0.2061, 0.2060]}

Number 1: energy -11066.8006 eV. Number 2: energy -11068.8374 eV. Number 3: energy -11068.5797 eV. Number 4: energy -11070.6384 eV. Number 5: energy -11071.6121 eV. Number 6: energy -13113.8835 eV. Number 7: energy -52270.4046 eV. Number 8: energy -21900.4443 eV.